Computed, not measured: a 3-piece molecular cluster, C3H7ClFO3PS overall at a distorted geometry, with wB97M-V/def2-TZVPD.

Geometry (Å):
C -0.490 1.931 -1.748
C 1.160 -1.775 -0.677
C -1.480 0.816 -1.662
O 0.640 1.202 1.720
O 1.268 -0.609 0.107
O -1.242 -0.335 -1.516
F -2.711 1.218 -1.709
P 0.331 -0.179 1.373
S -1.303 -1.132 1.726
Cl 2.038 -1.489 3.206
H 0.127 1.691 -2.673
H -0.821 2.874 -1.475
H 0.345 1.714 -1.065
H 0.028 -2.109 -0.892
H 1.903 -2.658 -0.325
H 1.568 -1.371 -1.665
H 1.711 -0.210 3.344

HOMO-LUMO gap in eV: 9.482
Highest occupied orbital energy in eV: -9.82
Energy relative to the best compared isomer or geometry (same formula, charge and spin) in eV: 0.246
Lowest unoccupied orbital energy in eV: -0.34

Results of the Mulliken charge analysis, in e, for atoms 1 through 2: C -0.722; C -0.505